No. 1
Below is the molecule C4H6OS in a non-equilibrium geometry, with properties calculated with wB97M-V/def2-TZVPD.

Results
SMILES string: C[C@H](C=O)C=S
Energy relative to the best compared isomer or geometry (same formula, charge and spin) in eV: 1.807
Highest occupied orbital energy in eV: -8.976

```
! RIJCOSX wB97M-V def2-TZVPD def2/J DEFGRID3
* xyz 0 1
C -0.54812 0.45830 1.19664
C -0.39969 -0.24501 -0.12313
C 0.77773 -1.26971 -0.25660
O 1.75758 -1.16757 0.44253
C 0.17116 0.78115 -1.07881
S -0.32242 1.25699 -2.54133
H 0.31938 0.68445 1.76802
H -1.10640 -0.23971 1.93214
H -1.06788 1.34456 0.97527
H -1.29179 -0.64007 -0.58408
H 0.56264 -2.07061 -1.07062
H 1.14780 1.10723 -0.66003
*
```

Atom charges from the Mulliken analysis, given in e for atoms 1 to 5: atom 1 (C): -1.3245, atom 2 (C): 0.4474, atom 3 (C): 0.0313, atom 4 (O): -0.4624, atom 5 (C): -0.5073

No. 2
Below is C23H41ClP2Tc as an isolated structure in a non-equilibrium geometry, with properties calculated with wB97M-V/def2-TZVPD.

Results
Highest occupied orbital energy (spin up / spin down) in eV: -13.730 / -14.166
⟨S²⟩: 3.843

```
! RIJCOSX wB97M-V def2-TZVPD def2/J DEFGRID3
* xyz 2 4
Tc 1.33919 -1.81161 0.46159
C -0.59089 -1.10478 2.49859
C -0.36875 -2.31501 1.73255
C 1.49826 -1.87312 3.08658
C 0.57501 -0.81467 3.24096
C 0.88281 -2.89517 2.25966
C -1.92070 -0.50197 2.71686
H -2.37333 -0.19028 1.77391
H -1.85602 0.37146 3.37161
H -2.61422 -1.22179 3.17386
C 0.72817 0.30948 4.20123
H 0.19882 1.19823 3.84613
H 1.78226 0.56376 4.34458
H 0.31175 0.04172 5.18129
C 2.75446 -2.05582 3.85401
H 2.55089 -2.59463 4.78811
H 3.18408 -1.08348 4.10334
H 3.48735 -2.62502 3.27454
C 1.10367 -4.37236 2.37734
H 0.26987 -4.82260 2.93248
H 2.03090 -4.58280 2.91769
H 1.15225 -4.84695 1.39394
C -1.44315 -3.14822 1.12444
H -1.76434 -3.91982 1.83351
H -1.07974 -3.63647 0.21712
H -2.29662 -2.52368 0.85596
C -1.81357 3.82487 -0.30251
C -2.58388 3.06208 -1.35037
C -3.61374 2.12944 -0.68571
C -2.55216 1.01247 -0.58474
C -1.50155 1.91836 -1.29102
C -0.71227 2.69820 -0.23492
C 0.33218 3.72773 -0.67867
C -0.76362 4.82518 -0.75876
H -4.45857 1.88364 -1.31393
H -2.79313 0.09994 -1.13750
H -3.95310 2.49534 0.28855
H -0.92418 5.22648 -1.76495
H -2.37905 4.01492 0.60783
H -2.82805 3.60513 -2.26749
H -0.66866 5.63726 -0.03073
H 1.09429 3.91784 0.07523
H -0.54685 2.14970 0.69798
H 0.83331 3.49949 -1.62657
H -2.26424 0.71408 0.41959
H 0.88053 -0.25736 0.39914
P -0.46480 0.96301 -2.47282
C -0.08454 2.38833 -3.62696
C -1.71648 0.12896 -3.52413
P 1.82307 -1.15038 -1.49742
C 1.07608 0.05585 -2.66980
C 1.90018 -2.61900 -2.59607
C 3.56385 -0.55079 -1.57379
H 0.94712 2.73134 -3.48523
H -0.76609 3.24255 -3.46796
H -0.19324 2.05154 -4.66634
H -1.48617 0.31364 -4.58273
H -2.73022 0.49453 -3.32377
H -1.67616 -0.95194 -3.32936
H 3.74873 -0.14506 -2.57707
H 4.24079 -1.38341 -1.36198
H 3.71405 0.23636 -0.82810
H 1.86115 0.80761 -2.86779
H 0.94009 -0.51917 -3.60519
H 2.17899 -3.49876 -2.01155
H 2.63652 -2.43506 -3.38575
H 0.91364 -2.76964 -3.04071
Cl 3.24775 -3.11972 0.47217
*
```

Atom charges from the Mulliken analysis, given in e for atoms 1 to 5: atom 1 (Tc): -0.7822, atom 2 (C): 0.8029, atom 3 (C): 0.4879, atom 4 (C): 1.6820, atom 5 (C): 0.6955

No. 3
Below is C35H36BBaCl3N10O2S8 as an isolated structure in a non-equilibrium geometry, with properties calculated with wB97M-V/def2-TZVPD.

Results
Highest occupied orbital energy in eV: -2.602

```
! RIJCOSX wB97M-V def2-TZVPD def2/J DEFGRID3
* xyz -2 1
Ba 0.99706 -0.32648 -0.91575
C 5.18519 0.42463 0.73038
C 3.85813 0.90805 0.20401
O 3.10524 0.00990 -0.32269
C 3.53310 2.24723 0.27791
C 2.34302 2.87104 -0.24805
C 2.27084 4.37612 -0.17329
N 1.37081 2.19696 -0.78058
N 0.29044 2.96601 -1.24114
C -0.72589 2.22741 -1.59485
O -0.81786 0.94533 -1.54451
C -1.89034 2.99912 -2.14751
C -3.13377 2.37648 -2.20466
C -4.24120 3.06038 -2.68829
C -4.11418 4.37090 -3.12864
C -2.87095 4.99446 -3.08332
C -1.76573 4.31384 -2.59342
H 5.01893 -0.45941 1.34968
H 5.70382 1.19023 1.30741
H 5.81184 0.12281 -0.11231
H 4.25693 2.90792 0.73676
H 3.13351 4.78247 0.35449
H 1.34873 4.68767 0.31190
H 2.22988 4.79244 -1.18177
H -3.20825 1.34536 -1.88238
H -5.20145 2.56079 -2.73247
H -4.97456 4.89946 -3.52260
H -2.76520 6.01448 -3.43537
H -0.79348 4.78500 -2.53858
C -3.40912 4.56985 0.45701
N -2.16929 4.42732 1.19132
C -1.19397 5.39810 1.26766
C -0.15240 4.87091 1.92365
N -0.46873 3.54977 2.22340
C -1.75695 3.27819 1.80612
S -2.72208 1.94872 2.08303
C 0.48449 2.64840 2.78419
C 1.49005 3.15494 3.60052
C 2.42587 2.26511 4.10036
C 2.32137 0.91843 3.79821
C 1.26892 0.52568 2.98720
N 0.37234 1.37044 2.48160
H -3.97320 5.42174 0.84034
H -3.98241 3.65791 0.59823
H -3.20162 4.70410 -0.60459
H -1.32650 6.37512 0.83952
H 0.80669 5.29445 2.15010
H 1.53543 4.20483 3.85361
H 3.22644 2.62739 4.73337
H 3.02231 0.17789 4.15778
H 1.12667 -0.52139 2.74208
C -2.23937 0.58704 -5.33022
N -1.71165 -0.74749 -5.26439
C -0.48083 -1.13010 -5.76673
C -0.32934 -2.42834 -5.45191
N -1.45278 -2.85332 -4.77908
B -1.60817 -4.26407 -4.17043
N -1.32268 -4.32673 -2.61554
C -2.22642 -4.91177 -1.75790
C -1.67264 -4.98337 -0.52929
N -0.41362 -4.42485 -0.63350
C 0.55587 -4.36288 0.44257
C -0.21213 -4.01551 -1.92173
S 1.24736 -3.32857 -2.48190
C -2.30904 -1.80796 -4.64605
S -3.83953 -1.78958 -3.91498
H -2.35234 0.90274 -6.37048
H -1.58379 1.28094 -4.80808
H -3.21049 0.57935 -4.84492
H 0.16397 -0.44200 -6.28361
H 0.48787 -3.10024 -5.63769
H -2.74981 -4.63048 -4.29958
H -0.80943 -4.99198 -4.72637
H -3.19625 -5.21444 -2.10722
H -2.05114 -5.36569 0.40147
H 0.63586 -5.34123 0.91770
H 0.27328 -3.62241 1.19123
H 1.52073 -4.09021 0.02303
Cl -4.41667 -1.49375 3.00715
C -2.88466 -2.35023 3.07509
Cl -3.13071 -4.04160 2.58362
Cl -2.21143 -2.29870 4.71361
C -1.89624 -1.76735 2.16139
N -1.06694 -1.48559 1.42469
C 0.86871 -4.86946 4.50013
S 2.10213 -4.40008 5.74028
C 3.57574 -4.57234 4.81640
C 3.93707 -3.80129 3.75002
S 3.11460 -2.49338 3.03061
S 5.48865 -4.29429 3.06214
C 5.89432 -5.57734 4.13472
S 7.30281 -6.45821 4.05089
S 4.66639 -5.85361 5.29322
H -0.09695 -4.89415 5.00533
H 1.09892 -5.85534 4.09962
H 0.86185 -4.12863 3.70161
*
```

Atom charges from the Mulliken analysis, given in e for atoms 1 to 5: atom 1 (Ba): 1.7876, atom 2 (C): -1.2028, atom 3 (C): 0.9323, atom 4 (O): -0.8120, atom 5 (C): -1.0068

No. 4
Below is the molecule C5H6N2 in a non-equilibrium geometry, with properties calculated with wB97M-V/def2-TZVPD.

Results
SMILES string: C[C@@H]1N=C1C1=NC1
Energy relative to the best compared isomer or geometry (same formula, charge and spin) in eV: 5.098
Highest occupied orbital energy in eV: -9.814

```
! RIJCOSX wB97M-V def2-TZVPD def2/J DEFGRID3
* xyz 0 1
C 1.48289 -0.61741 1.07691
C 0.58780 0.64308 1.08358
N -0.85218 0.58149 1.74091
C -0.74962 0.61518 0.50249
C -1.26756 0.53549 -0.80492
N -1.71987 1.03211 -1.86293
C -1.30070 -0.30341 -2.05697
H 0.99838 -1.44673 1.31071
H 2.20159 -0.45322 1.88556
H 1.98603 -0.65166 0.20499
H 0.94904 1.64294 1.18105
H -0.32262 -0.48429 -2.39185
H -1.99318 -1.09357 -1.86953
*
```

Atom charges from the Mulliken analysis, given in e for atoms 1 to 5: atom 1 (C): -1.3192, atom 2 (C): -0.0222, atom 3 (N): -0.5737, atom 4 (C): 0.3405, atom 5 (C): 0.4526